Entry a
The following is a quantum chemistry calculation of C3H3F3O in the gas phase, from the OMol25 dataset.

Calculated values
Orbital gap in eV: 10.68
Lowest unoccupied orbital energy in eV: 0.66
SMILES string: O[C@@H](F)/C(F)=C/F
Highest occupied orbital energy in hartree: -0.368

CARTESIAN COORDINATES (ANGSTROEM)
O: -1.59 1.10 0.38
C: -0.56 0.41 0.96
F: -0.93 -0.77 1.44
C: 0.84 0.12 -0.16
F: 1.85 0.95 -0.01
C: 0.77 -0.86 -1.02
F: 1.76 -1.15 -1.93
H: -2.04 0.41 -0.11
H: 0.04 1.01 1.68
H: -0.14 -1.23 -1.23

***

Entry b
The following is a quantum chemistry calculation of C3H3F3O in the gas phase, from the OMol25 dataset.

Calculated values
Orbital gap in eV: 10.98
Lowest unoccupied orbital energy in eV: 0.78
SMILES string: C=C(F)C(O)(F)F
Highest occupied orbital energy in hartree: -0.375

CARTESIAN COORDINATES (ANGSTROEM)
C: -1.74 -0.35 -0.14
C: -0.65 0.38 0.01
F: -0.65 1.66 -0.14
C: 0.92 -0.12 0.09
O: 1.66 0.91 0.57
F: 1.22 -0.39 -1.20
F: 1.14 -1.30 0.78
H: -2.72 0.07 -0.56
H: -1.75 -1.39 0.07
H: 2.57 0.53 0.51

***

Entry c
The following is a quantum chemistry calculation of a 2-piece molecular cluster, C3H3F3O overall, from the OMol25 dataset.

Calculated values
Orbital gap (alpha / beta) in eV: 8.31 / 8.98
Lowest unoccupied orbital energy (alpha / beta) in eV: -0.58 / -0.35
Highest occupied orbital energy (alpha / beta) in hartree: -0.327 / -0.343

CARTESIAN COORDINATES (ANGSTROEM)
C: -1.56 -0.36 0.86
C: 0.64 0.30 -0.22
C: 1.64 -0.55 0.51
O: -1.64 0.14 1.92
F: 2.82 -0.74 -0.18
F: 2.04 -0.11 1.76
F: 1.13 -1.74 0.69
H: -2.36 -0.87 0.17
H: 0.47 0.09 -1.32
H: 0.73 1.30 0.12

***

Stability, highest: entry b

***

Entry a
The following is a quantum chemistry calculation of C3H5P3 in the gas phase, from the OMol25 dataset.

Calculated values
Orbital gap in eV: 8.35
Lowest unoccupied orbital energy in eV: -0.11
SMILES string: [H]/P=C(\C)P1#P=C1
Highest occupied orbital energy in hartree: -0.311

CARTESIAN COORDINATES (ANGSTROEM)
H: 0.64 2.06 -0.57
P: -0.72 1.79 -0.36
C: -0.55 0.10 -0.34
C: 0.76 -0.62 -0.47
P: -1.97 -1.03 -0.18
P: -3.59 0.45 -0.45
C: -2.81 0.06 0.97
H: 1.59 0.05 -0.69
H: 0.69 -1.38 -1.25
H: 0.97 -1.15 0.46
H: -2.76 0.30 2.01

***

Entry b
The following is a quantum chemistry calculation of a 2-piece molecular cluster, C3H5P3 overall, from the OMol25 dataset.

Calculated values
Orbital gap in eV: 7.95
Lowest unoccupied orbital energy in eV: -0.77
Highest occupied orbital energy in hartree: -0.320

CARTESIAN COORDINATES (ANGSTROEM)
C: -0.84 -0.94 -0.77
C: -1.10 1.15 0.69
C: 1.66 0.08 0.11
P: -2.37 -1.36 -0.38
P: -2.62 0.41 0.85
P: 0.04 0.54 -0.57
H: 0.25 -1.90 -1.90
H: -1.09 2.10 1.15
H: 2.23 1.00 0.53
H: 2.30 -0.36 -0.60
H: 1.55 -0.72 0.89

***

Stability, highest: entry a

***

Entry a
The following is a quantum chemistry calculation of a 2-piece molecular cluster, C5H14NO overall, from the OMol25 dataset.

Calculated values
Orbital gap (alpha / beta) in eV: 8.88 / 9.88
Lowest unoccupied orbital energy (alpha / beta) in eV: 0.89 / 0.31
⟨S²⟩: 0.7536
Highest occupied orbital energy (alpha / beta) in hartree: -0.293 / -0.352
Spin multiplicity: 2

CARTESIAN COORDINATES (ANGSTROEM)
C: -0.41 -0.40 -1.19
O: -1.76 -0.52 -0.70
C: 0.29 0.80 -0.68
C: 0.16 1.26 0.71
C: 1.35 2.02 1.31
C: 2.66 1.30 1.08
N: -2.69 -3.73 -1.29
H: 0.10 -1.35 -0.99
H: -0.52 -0.33 -2.27
H: -1.76 -0.35 0.24
H: 0.64 1.49 -1.44
H: -0.09 0.45 1.40
H: -0.73 1.90 0.82
H: 1.17 2.09 2.38
H: 1.38 3.04 0.93
H: 3.55 1.84 1.41
H: 2.80 1.04 0.02
H: 2.68 0.33 1.59
H: -3.03 -4.51 -0.75
H: -2.39 -2.99 -0.66
H: -3.39 -3.37 -1.92

***

Entry b
The following is a quantum chemistry calculation of a 2-piece molecular cluster, C5H14NO overall, from the OMol25 dataset.

Calculated values
Orbital gap (alpha / beta) in eV: 3.89 / 12.45
Lowest unoccupied orbital energy (alpha / beta) in eV: 0.76 / 0.65
⟨S²⟩: 0.7505
Highest occupied orbital energy (alpha / beta) in hartree: -0.115 / -0.433
Spin multiplicity: 2

CARTESIAN COORDINATES (ANGSTROEM)
C: 0.19 0.75 -1.33
C: 0.33 0.08 0.02
N: 0.91 0.98 1.04
C: -0.23 1.57 1.87
C: -1.49 0.86 1.39
C: -0.93 -0.39 0.74
H: -0.70 0.36 -1.84
H: 0.99 0.49 -2.02
H: 0.11 1.83 -1.33
H: 0.98 -0.78 -0.07
H: 1.45 1.77 0.64
H: 1.59 0.45 1.68
H: 0.07 1.48 2.91
H: -0.24 2.65 1.65
H: -2.15 0.67 2.24
H: -1.99 1.52 0.67
H: -1.63 -0.97 0.15
H: -0.55 -1.01 1.56
H: 1.73 -3.07 -3.16
H: 0.51 -4.02 -3.14
O: 0.82 -3.15 -2.86

***

Stability, highest: entry a

***

Entry a
The following is a quantum chemistry calculation of C7H11NO2 in the gas phase, from the OMol25 dataset.

Calculated values
Orbital gap (alpha / beta) in eV: 6.97 / 6.96
Lowest unoccupied orbital energy (alpha / beta) in eV: -0.28 / -0.29
Highest occupied orbital energy (alpha / beta) in hartree: -0.266 / -0.266

CARTESIAN COORDINATES (ANGSTROEM)
C: 0.72 -1.22 -2.03
C: -0.03 -0.85 -0.89
C: 2.43 0.46 -2.54
C: -1.06 -1.91 -0.49
C: -0.89 2.18 0.89
C: 0.38 0.16 2.18
C: -0.41 0.72 0.92
N: 0.24 0.20 -0.24
O: 3.41 1.08 -2.66
O: 1.81 -0.52 -2.32
H: 0.13 -1.84 -2.70
H: -1.56 -2.08 -1.46
H: -1.88 -1.56 0.21
H: -0.60 -2.89 -0.01
H: -1.57 2.23 0.10
H: -1.31 2.54 1.78
H: -0.07 2.83 0.57
H: -0.04 0.51 3.07
H: 1.32 0.64 2.30
H: 0.46 -0.89 2.25
H: -1.47 0.20 1.07

***

Entry b
The following is a quantum chemistry calculation of C7H11NO2 in the gas phase, from the OMol25 dataset.

Calculated values
Orbital gap in eV: 9.89
Lowest unoccupied orbital energy in eV: 0.43
SMILES string: C=CC(=C)C(C)(C)[N+](=O)[O-]
Highest occupied orbital energy in hartree: -0.347

CARTESIAN COORDINATES (ANGSTROEM)
C: 1.67 0.37 -2.56
C: 0.91 0.73 -1.56
C: 0.79 0.00 -0.25
C: 1.54 -1.06 0.03
C: -0.45 0.51 0.58
C: -1.71 0.63 -0.15
C: -0.59 -0.30 1.88
N: 0.00 1.84 1.02
O: 0.85 1.78 1.84
O: -0.57 2.87 0.76
H: 1.77 1.06 -3.33
H: 2.08 -0.61 -2.75
H: 0.53 1.65 -1.47
H: 1.27 -1.55 0.97
H: 2.24 -1.63 -0.63
H: -2.08 -0.37 -0.15
H: -2.45 1.30 0.21
H: -1.43 0.87 -1.23
H: -1.21 0.22 2.61
H: -1.14 -1.23 1.66
H: 0.37 -0.59 2.39

***

Stability, highest: entry b